Record 1
# C34H57N3O2PtSSi

A molecular structure, C34H57N3O2PtSSi (the ωB97M-V functional and the def2-TZVPD basis, OMol25).

XYZ file:
```
99
Properties=species:S:1:pos:R:3:mulliken_spin:R:1
O -1.7062 0.8422 -1.2927 -0.0731
O 0.6673 2.9685 -1.8543 0.0005
C -2.0965 0.1206 -2.4634 0.0158
C -3.5684 -0.0815 -2.7240 -0.0037
H -1.5788 -0.8514 -2.4090 -0.0062
H -1.6268 0.6487 -3.3052 0.0037
H -4.0181 -0.7470 -1.9861 0.0051
H -3.6556 -0.5807 -3.6926 -0.0002
H -4.1079 0.8664 -2.7676 -0.0004
C -2.6732 1.6715 -0.6221 0.0380
C -2.7572 3.0511 -1.2355 -0.0004
H -2.3289 1.7414 0.4218 -0.0062
H -3.6451 1.1512 -0.6191 0.0011
H -1.7809 3.5412 -1.2489 0.0023
H -3.4247 3.6676 -0.6274 0.0002
H -3.1505 3.0077 -2.2587 -0.0005
C 1.6427 3.6825 -1.0671 0.0001
C 0.3833 3.5543 -3.1366 0.0005
C 1.0518 4.0250 0.2832 -0.0010
H 1.9823 4.6002 -1.5841 -0.0002
H 2.5171 3.0203 -0.9481 -0.0002
H 0.2977 4.8164 0.1860 0.0003
H 1.8339 4.3927 0.9535 -0.0002
H 0.5760 3.1515 0.7432 0.0001
C -0.0928 5.0012 -3.0923 0.0000
H -0.3991 2.9115 -3.5649 -0.0002
H 1.2824 3.4705 -3.7688 -0.0001
H -0.9862 5.1101 -2.4645 0.0000
H -0.3592 5.3123 -4.1114 0.0000
H 0.6917 5.6801 -2.7371 0.0000
H 0.1984 0.7429 -1.2284 -0.0438
N -1.4483 -1.6945 1.8583 0.3189
C -1.1951 -2.6749 2.7299 -0.0587
C 0.0878 -3.0038 3.1544 0.2275
C 1.3081 -2.3945 2.8847 -0.0889
C -2.3581 -3.4862 3.2417 0.0152
H -2.6135 -4.3007 2.5496 -0.0035
H -3.2559 -2.8851 3.4183 -0.0003
H -2.0826 -3.9403 4.1986 -0.0056
C 2.5223 -2.7025 3.7114 0.0340
H 3.0574 -1.7809 3.9853 -0.0014
H 3.2277 -3.3668 3.1965 -0.0082
H 2.1994 -3.2060 4.6269 -0.0055
N 1.4691 -1.5089 1.9020 0.3711
C -2.7838 -1.2261 1.6163 -0.1346
C -3.5747 -1.8102 0.6060 0.0198
C -3.0302 -2.8903 -0.2748 0.0008
C -4.9048 -1.4082 0.4694 -0.0139
H -5.5031 -1.8988 -0.3052 0.0012
C -5.4473 -0.4268 1.2981 0.0263
H -6.4962 -0.1332 1.1755 0.0013
C -4.6554 0.1507 2.2863 -0.0136
H -5.0683 0.9011 2.9667 0.0005
C -3.3182 -0.2173 2.4433 0.0493
C -2.4826 0.3937 3.5232 -0.0108
C 2.6513 -0.7377 1.7269 -0.0268
C 3.8056 -1.2800 1.1181 0.0240
C 3.8848 -2.7263 0.7365 -0.0052
C 4.8292 -0.3898 0.7698 -0.0132
H 5.7131 -0.7958 0.2684 0.0015
C 4.7201 0.9756 1.0451 0.0234
H 5.5404 1.6500 0.7726 0.0003
C 3.5758 1.4940 1.6580 -0.0112
H 3.4803 2.5609 1.8768 0.0020
C 2.5207 0.6373 1.9954 -0.0004
C 1.1949 1.1591 2.4472 0.0005
Pt 0.0095 -0.9268 0.7301 1.0643
H -3.4994 -2.8564 -1.2703 0.0020
H -3.2030 -3.8958 0.1451 0.0010
H -1.9446 -2.7963 -0.4105 -0.0049
H -1.5063 0.7422 3.1581 -0.0017
H -2.2837 -0.3188 4.3403 0.0026
H -3.0115 1.2631 3.9384 0.0000
H 4.6196 -2.8719 -0.0632 0.0004
H 2.9208 -3.1168 0.3780 -0.0008
H 4.2083 -3.3658 1.5669 0.0011
H 0.9330 0.8458 3.4663 0.0003
H 0.3519 0.7673 1.7804 0.0135
H 1.1634 2.2518 2.3876 0.0019
H 0.1349 -3.8227 3.8730 0.0039
C 1.0306 0.0431 -0.9113 0.2992
Si 2.1229 -0.3189 -2.4996 -0.0002
H 1.7875 0.5312 -0.2797 -0.0073
H 0.8701 -1.1083 -0.8822 -0.0363
C 1.0186 -0.1069 -3.9711 0.0019
C 2.8287 -2.0422 -2.4891 0.0017
C 3.5240 0.9196 -2.4546 0.0042
H 4.4061 0.4546 -2.9010 0.0001
H 3.7777 1.2070 -1.4306 -0.0010
H 3.2841 1.8284 -3.0178 0.0004
H 0.3083 -0.9401 -4.0329 -0.0011
H 1.6442 -0.1037 -4.8695 0.0001
H 0.4592 0.8330 -3.9317 0.0003
H 2.1292 -2.7743 -2.0572 -0.0010
H 3.7634 -2.1055 -1.9243 -0.0004
H 3.0392 -2.3363 -3.5258 -0.0001
S -0.7493 -5.5578 0.3455 0.0041
C 0.2134 -4.3762 -0.1420 0.0044
N 0.9106 -3.4711 -0.5003 0.0001
```

Values from the calculation:
HOMO-LUMO gap (alpha / beta) = 0.2659 / 0.1771 hartree
Relative energy (zero: lowest compared OMol25 entry of this formula, charge and spin) = 0.0000 eV
Expectation value of S² = 2.04
LUMO level (alpha / beta) = 0.437 / -2.020 eV
Charge = 0
Spin multiplicity = 3


Record 2
# C4H21N2O6

6 unconnected molecules or ions with the total composition C4H21N2O6 (the ωB97M-V functional and the def2-TZVPD basis, OMol25).

XYZ file:
```
33
Properties=species:S:1:pos:R:3:nbo_charge:R:1
N 0.1472 2.2519 -0.2951 -0.6747
C -0.7465 1.7928 -1.3848 -0.2544
C -0.0016 1.2858 -2.6547 -0.2224
N 1.0123 0.2906 -2.3974 -0.6237
C 0.6135 -1.0711 -2.2259 -0.3346
C 0.0178 -1.3090 -0.8351 0.4515
O 0.2126 -0.5279 0.0737 -0.6169
H -0.0988 1.8008 0.5886 0.4650
H 0.1852 3.2484 -0.0953 0.4395
H 1.0971 1.9299 -0.4562 0.4501
H -1.5293 1.1132 -1.0768 0.2503
H -1.2452 2.7077 -1.7117 0.2206
H 0.5705 2.1414 -3.0207 0.2077
H -0.7797 0.9387 -3.3255 0.2317
H 1.7903 0.5468 -1.8126 0.3663
H -0.1543 -1.3789 -2.9404 0.2277
H 1.4400 -1.7812 -2.3229 0.2424
H -0.6756 -2.1474 -0.6655 0.1503
H -1.8857 -2.3179 1.8993 0.4872
H -2.4628 -2.9618 0.6809 0.4648
O -2.5577 -2.1651 1.2110 -0.9713
H 0.1603 -2.8779 2.7896 0.5016
H -1.0382 -3.8826 2.9894 0.4843
O -0.4955 -3.4382 2.3299 -0.9880
H 1.5454 -1.2309 2.2590 0.4826
H 2.0786 -2.6908 2.1855 0.4866
O 1.7581 -2.0084 2.7844 -0.9416
H -3.1596 2.0979 1.6556 0.4927
H -2.1657 1.0325 1.5941 0.4818
O -2.3996 1.8428 1.1167 -0.9690
H 2.8985 2.8628 1.5442 0.5031
H 3.2419 1.5868 0.7097 0.4943
O 2.6266 2.3182 0.8090 -0.9856
```

Values from the calculation:
HOMO-LUMO gap = 0.3509 hartree
Relative energy (zero: lowest compared OMol25 entry of this formula, charge and spin) = 1.4370 eV
LUMO level = -2.939 eV
Charge = +1


Record 3
# C8H21NOP2STb

A molecular structure, C8H21NOP2STb (the ωB97M-V functional and the def2-TZVPD basis, OMol25).

XYZ file:
```
35
Properties=species:S:1:pos:R:3:mulliken_spin:R:1
Tb 0.2072 0.0048 -0.4230 6.2078
H -1.0770 -0.6504 1.0829 -0.0517
H -1.0963 0.5741 1.0901 -0.0134
P -0.0306 -2.5418 -0.4078 -0.0700
P -0.0332 2.5475 -0.3838 -0.0680
C 1.4025 3.3201 0.2942 0.0061
H 1.3163 4.3664 0.0055 -0.0008
H 1.4078 3.2146 1.3822 -0.0027
H 2.3250 2.8844 -0.1021 -0.0008
C 0.0087 2.7557 -2.1808 0.0060
H -0.8588 2.2797 -2.6559 0.0024
H -0.0117 3.8373 -2.3254 -0.0029
H 0.9232 2.3285 -2.6180 0.0031
C -1.5054 3.2990 0.2281 0.0026
H -1.5335 3.2180 1.3181 -0.0040
H -1.4317 4.3391 -0.0837 -0.0004
H -2.3969 2.8262 -0.1935 0.0041
C 0.1884 -2.7369 -2.1949 0.0025
H 0.1438 -3.8158 -2.3547 -0.0031
H -0.6069 -2.2259 -2.7540 0.0033
H 1.1588 -2.3409 -2.5283 0.0046
C 1.3002 -3.3609 0.4067 0.0060
H 1.1909 -3.2660 1.4896 -0.0026
H 1.2168 -4.4012 0.0968 -0.0007
H 2.2700 -2.9465 0.1165 -0.0009
C -1.5831 -3.2580 0.0346 0.0059
H -2.4123 -2.7559 -0.4718 0.0070
H -1.5043 -4.2975 -0.2793 -0.0010
H -1.7233 -3.1870 1.1171 -0.0060
C 1.6593 -0.0030 1.3370 -0.0101
O 2.6322 -0.0054 2.0068 -0.0029
H -1.4782 -0.0040 -1.1908 -0.0401
S -0.0641 0.0021 2.2584 0.0118
C -0.0086 -0.0004 3.8655 0.0116
N 0.0046 -0.0001 5.0179 -0.0031
```

Values from the calculation:
HOMO-LUMO gap (alpha / beta) = 0.2410 / 0.2428 hartree
Relative energy (zero: lowest compared OMol25 entry of this formula, charge and spin) = 5.8405 eV
Expectation value of S² = 12.77
LUMO level (alpha / beta) = -4.618 / -4.451 eV
Charge = +1
Spin multiplicity = 7


Record 4
# C3H12N2OS

2 unconnected molecules or ions with the total composition C3H12N2OS (the ωB97M-V functional and the def2-TZVPD basis, OMol25).

XYZ file:
```
19
Properties=species:S:1:pos:R:3:nbo_charge:R:1
N -2.0019 2.1422 0.0670 -0.8467
C -1.7354 1.0127 -0.8099 -0.0656
N -0.5022 0.2409 -0.7705 -0.6427
C -0.1403 -0.3606 0.5131 -0.2397
C -0.0489 -1.8843 0.3483 -0.5112
S 1.5187 -2.4279 -0.3987 -0.0710
H -1.1644 2.6397 0.3680 0.3546
H -2.3968 1.8662 0.9498 0.3528
H -1.7934 1.3585 -1.8488 0.1772
H -2.6505 0.4074 -0.7949 0.1785
H 0.2171 0.8618 -1.0972 0.3544
H -0.9100 -0.2322 1.2829 0.1868
H 0.7750 0.1020 0.8683 0.1971
H -0.8350 -2.2539 -0.3039 0.2262
H -0.1254 -2.3750 1.3192 0.2190
H 1.3248 -2.0443 -1.6653 0.1266
O 1.2546 2.8886 1.3191 -0.9453
H 0.9813 3.6484 0.8083 0.4746
H 1.8989 2.3867 0.8579 0.4744
```

Values from the calculation:
HOMO-LUMO gap = 0.3455 hartree
Relative energy (zero: lowest compared OMol25 entry of this formula, charge and spin) = 0.7824 eV
LUMO level = 0.539 eV
Charge = 0


Q: What is the formula in the third record?
A: C8H21NOP2STb